Record 1
C32H32I2N5O3SSiTc as an isolated structure. Source: the OMol25 dataset; level of theory: wB97M-V/def2-TZVPD.

Properties
**Spin multiplicity**: 4
**ΔE to the lowest compared entry with this formula, charge and spin**: 0.00 kcal per mole
**Net charge**: +1
**Gap between HOMO and LUMO (spin up / spin down)**: 6.9524 / 6.3924 eV
**HOMO (spin up / spin down)**: -10.28 / -10.36 eV

Geometry as XYZ:
```
77
Properties=species:S:1:pos:R:3:forces:R:3
Tc 0.027483 -0.049390 -0.273499 -0.1305 0.0323 0.4698
I -4.822648 -4.526448 2.916343 -0.0574 -0.0802 0.0513
C -3.892065 -2.920187 1.984345 0.0116 0.1003 -0.0823
C -4.263346 -2.567789 0.692688 0.0591 -0.0148 0.0362
C -3.602462 -1.533522 0.045622 -0.1221 -0.1171 0.0647
I -4.057905 -1.082439 -1.929124 0.0293 0.0434 -0.0356
C -2.584582 -0.847260 0.690869 0.1568 0.2294 -0.1395
O -1.884465 0.127323 0.090038 -0.2890 0.0171 0.1213
C -2.229369 -1.194281 1.991047 -0.0467 -0.0601 0.1568
C -1.104048 -0.429169 2.613409 0.0676 -0.0428 0.0005
N 0.187280 -0.614515 1.868686 -0.0725 0.0281 0.0604
C 1.326012 -0.128986 2.692303 0.0019 -0.0354 0.0352
C 2.123587 0.959062 2.040914 -0.0642 -0.0425 0.0431
C 3.364280 1.322230 2.557168 -0.0485 -0.0216 0.0249
C 4.071491 2.330866 1.940684 0.0150 0.0334 -0.0427
C 3.520251 2.946206 0.821074 0.0301 0.0022 0.0470
C 2.289745 2.518013 0.379525 -0.0911 -0.0138 0.0315
N 1.588755 1.546627 0.980938 0.1600 0.0862 -0.1041
C -2.880050 -2.231707 2.639937 0.0347 0.0141 -0.0687
H -5.045395 -3.111609 0.180853 -0.0106 0.0016 0.0095
H -0.956405 -0.760753 3.643202 -0.0144 -0.0171 -0.0121
H -1.310672 0.643388 2.625668 -0.0056 -0.0027 -0.0227
H 0.329430 -1.615145 1.737749 0.0587 0.0069 0.0406
H 1.984822 -0.968332 2.908523 -0.0370 0.0468 -0.0082
H 0.930505 0.243995 3.639449 0.0147 0.0325 0.0079
H 3.760651 0.803949 3.420129 -0.0019 -0.0039 0.0017
H 5.041590 2.629815 2.314344 0.0020 0.0049 0.0008
H 4.038134 3.736632 0.297072 0.0064 0.0035 0.0010
H 1.839775 2.968164 -0.495317 -0.0058 -0.0216 -0.0121
H -2.590392 -2.510281 3.645498 -0.0029 -0.0023 0.0056
N -0.431669 3.828720 -2.417224 -0.1575 0.0944 0.1995
C -0.112085 4.921873 -1.564874 0.0054 -0.1565 -0.1716
C 0.402344 6.087341 -2.102131 0.0609 0.0725 0.0085
C 0.729565 7.146503 -1.265205 -0.0274 -0.0595 0.0268
C 0.569497 7.020532 0.106114 0.0047 -0.0172 -0.0386
C 0.080602 5.835204 0.640659 0.0387 0.0604 0.0262
C -0.284300 4.792751 -0.195725 -0.0011 0.1198 0.1546
S -1.026301 3.335000 0.462736 -0.0646 -0.0909 -0.1319
N -0.560494 2.207850 -0.727884 0.2859 0.0079 -0.0131
C -0.446061 2.552277 -1.955338 -0.0721 -0.0867 -0.2012
C -0.391281 1.433021 -2.939715 0.0114 0.0454 0.1668
C -0.554706 1.619376 -4.296745 0.0153 -0.0551 -0.0178
C -0.570289 0.510562 -5.133500 -0.0166 0.0753 -0.0215
C -0.421100 -0.742414 -4.580999 0.0078 -0.0708 0.0726
C -0.268465 -0.856878 -3.207761 0.0332 0.0864 -0.0878
N -0.259800 0.206355 -2.400594 -0.0175 -0.0247 -0.2215
H -0.236165 3.972056 -3.392269 -0.0159 -0.0012 -0.0377
H 0.540897 6.173874 -3.173434 0.0003 0.0004 -0.0067
H 1.114576 8.062810 -1.689814 0.0004 0.0101 0.0020
H 0.825738 7.839948 0.762738 0.0023 0.0050 0.0037
H -0.037276 5.727659 1.711661 0.0007 -0.0121 -0.0029
H -0.701944 2.604925 -4.712909 0.0080 -0.0042 -0.0197
H -0.705896 0.637140 -6.198829 -0.0008 -0.0073 -0.0049
H -0.432304 -1.636570 -5.186735 0.0024 0.0042 -0.0121
H -0.157607 -1.817469 -2.727487 0.0017 -0.0026 -0.0238
C 0.738090 -5.891073 -1.028101 0.0873 -0.0582 -0.0430
Si -0.670078 -5.035196 -0.173064 -0.0213 0.1018 -0.0063
C -0.630840 -5.307562 1.664601 0.0050 -0.0107 0.1102
C -2.316892 -5.491445 -0.896408 -0.0863 0.0033 -0.0741
C -0.435107 -3.204958 -0.407795 -0.0392 0.0057 0.0204
C -0.273994 -1.996272 -0.435953 0.1354 -0.1119 -0.1614
H 0.642365 -6.974892 -0.934844 0.0103 -0.0020 0.0002
H 1.691830 -5.596473 -0.586441 0.0104 -0.0030 -0.0141
H 0.764123 -5.648351 -2.091800 0.0044 -0.0026 -0.0079
H -0.714488 -6.369052 1.906429 -0.0041 -0.0066 -0.0030
H -1.463290 -4.788925 2.146062 0.0192 -0.0064 0.0080
H 0.305250 -4.938613 2.089208 -0.0049 -0.0014 0.0194
H -2.520050 -6.557600 -0.778898 0.0099 -0.0052 0.0084
H -2.358736 -5.254013 -1.961237 -0.0214 -0.0054 -0.0006
H -3.112315 -4.938329 -0.393803 -0.0305 -0.0078 -0.0026
C 3.865025 -1.666880 -1.254293 0.0294 -0.0238 0.0508
C 2.723451 -1.270997 -0.356796 -0.0666 0.2154 -0.0904
O 2.560628 -1.757768 0.746854 0.0178 -0.0494 -0.0064
O 1.909051 -0.368685 -0.874219 0.2127 -0.2529 -0.1412
H 4.768333 -1.794049 -0.661800 0.0019 -0.0101 -0.0028
H 4.026831 -0.949660 -2.054173 -0.0224 0.0209 0.0179
H 3.619744 -2.636884 -1.691803 -0.0005 0.0107 -0.0114
```
Positions in Å, forces in eV/Å.

Record 2
C43H33NOP2PdSSe4 as an isolated structure. Source: the OMol25 dataset; level of theory: wB97M-V/def2-TZVPD.

Properties
**Spin multiplicity**: 5
**Net charge**: +2
**Gap between HOMO and LUMO (spin up / spin down)**: 7.0368 / 5.0153 eV
**HOMO (spin up / spin down)**: -12.61 / -13.06 eV

Geometry as XYZ:
```
86
Properties=species:S:1:pos:R:3:forces:R:3
Pd -0.313661 0.037099 0.146192 0.2155 -0.2960 0.4890
O 1.329400 1.678635 1.635087 0.1259 0.0061 0.3726
S 0.650315 0.574317 2.374012 -0.2447 0.2292 -0.7251
C 1.916338 -0.259564 3.262393 -0.0576 0.1335 0.1540
C 2.252303 -0.037859 4.587045 0.1086 -0.0651 0.1472
C 3.398309 -0.641131 5.087757 -0.0215 -0.0031 -0.0338
C 4.193966 -1.423373 4.262233 -0.0747 0.0420 -0.0104
C 3.867584 -1.586733 2.922604 0.0084 -0.0541 -0.0401
C 2.724904 -0.994300 2.394554 0.1659 -0.1187 -0.0004
P 2.362052 -1.058790 0.599691 -0.5310 0.1815 -0.1339
C 2.980005 -2.684391 0.124622 0.0786 -0.0630 -0.0532
C 2.514194 -3.803584 0.817506 -0.0043 -0.0002 0.0474
C 2.943506 -5.069596 0.466166 0.0234 -0.0212 -0.0064
C 3.835298 -5.232646 -0.587822 -0.0012 -0.0059 -0.0004
C 4.303686 -4.125493 -1.276422 0.0246 -0.0225 -0.0138
C 3.883303 -2.851586 -0.921230 -0.0065 0.0348 -0.0215
C 3.412771 0.191539 -0.167385 0.0404 0.0730 -0.0449
C 4.311383 0.979596 0.542043 -0.0051 -0.0268 0.0372
C 5.002635 1.995296 -0.101098 0.0070 0.0187 -0.0557
C 4.806479 2.226291 -1.453957 -0.0078 -0.0110 -0.0078
C 3.912377 1.440385 -2.171283 0.0549 0.0539 -0.0101
C 3.210681 0.437101 -1.527680 -0.0145 -0.0521 0.0088
C -0.603146 1.336813 3.366103 0.0135 -0.0416 -0.0420
C -0.880959 1.082113 4.694246 -0.0214 0.0464 0.1230
C -1.886796 1.811574 5.321657 0.0359 -0.0132 -0.0093
C -2.590278 2.771950 4.617815 0.0301 -0.0205 -0.0123
C -2.351330 2.961247 3.260566 -0.0348 0.0044 -0.0080
C -1.375575 2.226977 2.598847 -0.0545 0.0567 0.0277
P -1.201339 2.303264 0.769841 0.1511 -0.1109 0.0584
C -2.839490 2.739624 0.140484 -0.0075 -0.0020 -0.0813
C -4.016834 2.195904 0.660498 0.0519 -0.0258 0.0767
C -5.238507 2.481755 0.077975 -0.0544 0.0285 -0.0355
C -5.301090 3.297988 -1.043812 0.0203 0.0164 -0.0212
C -4.137484 3.836337 -1.574629 -0.0640 -0.0203 0.0241
C -2.912750 3.563386 -0.984903 0.0433 0.0351 -0.0269
C -0.134041 3.687144 0.333776 -0.0120 0.0156 -0.0459
C -0.269956 4.904599 0.993517 -0.0610 0.0518 0.0203
C 0.529969 5.976756 0.634061 0.0445 -0.0043 -0.0409
C 1.463654 5.835808 -0.384170 -0.0130 0.0143 0.0141
C 1.602810 4.620754 -1.039138 0.0080 0.0143 -0.0001
C 0.807668 3.545466 -0.678721 0.0472 -0.0622 -0.0289
H 1.668227 0.611187 5.221263 0.0033 -0.0010 -0.0209
H 3.676336 -0.485461 6.120473 -0.0039 0.0029 0.0249
H 5.086711 -1.888379 4.655965 0.0215 -0.0131 0.0083
H 4.509304 -2.172576 2.276946 0.0152 -0.0009 0.0049
H 1.821907 -3.688120 1.642644 -0.0021 0.0363 0.0089
H 2.581592 -5.929132 1.014640 0.0078 -0.0275 -0.0007
H 4.172530 -6.222007 -0.864093 0.0037 -0.0297 0.0000
H 5.010100 -4.247214 -2.085917 0.0131 -0.0082 -0.0097
H 4.278422 -1.995105 -1.450642 -0.0150 0.0145 -0.0070
H 4.469284 0.819887 1.600193 -0.0125 -0.0134 0.0160
H 5.696484 2.607335 0.457895 0.0181 0.0123 0.0132
H 5.351581 3.015812 -1.952755 0.0172 0.0147 -0.0084
H 3.765014 1.609142 -3.229328 -0.0031 0.0091 -0.0284
H 2.515877 -0.173448 -2.097650 0.0142 -0.0219 0.0299
H -0.339919 0.329700 5.248226 -0.0056 0.0053 -0.0093
H -2.104871 1.631138 6.364643 -0.0045 -0.0099 0.0216
H -3.349846 3.360968 5.112384 -0.0149 0.0032 0.0122
H -2.953332 3.674304 2.713850 -0.0249 -0.0035 -0.0367
H -3.990443 1.560160 1.536935 0.0189 0.0048 0.0344
H -6.146693 2.073975 0.500104 -0.0084 -0.0208 0.0223
H -6.257461 3.524433 -1.494601 -0.0185 0.0027 -0.0101
H -4.184230 4.483031 -2.439816 0.0084 0.0165 -0.0152
H -2.016998 4.009873 -1.398139 0.0229 -0.0252 0.0184
H -0.991685 5.028871 1.791447 -0.0202 -0.0302 -0.0036
H 0.425242 6.921176 1.149404 0.0013 0.0185 0.0090
H 2.087253 6.674151 -0.663063 0.0052 0.0125 -0.0014
H 2.338375 4.504823 -1.823291 0.0099 0.0012 -0.0153
H 0.949690 2.590892 -1.174009 -0.0195 0.0092 0.0385
Se -0.331790 0.214359 -2.370078 -0.0914 0.0636 -0.1340
Se -2.479579 0.378392 -2.992039 0.3629 0.1789 -0.2439
Se -3.758447 -0.832751 -1.448270 -0.2663 -0.2619 0.2964
Se -2.641486 -0.889360 0.496583 0.0540 0.0234 -0.0446
N -0.455313 -2.927340 0.108484 -0.1099 -0.0468 0.0423
C -0.523113 -4.076449 0.070460 -0.0483 0.0589 -0.0940
C -0.548692 -5.508321 -0.009483 0.0951 0.2007 -0.0331
C -0.037655 -6.114216 -1.157181 -0.0257 -0.1372 0.0446
C -0.010592 -7.496075 -1.226998 -0.0062 0.0511 -0.0069
C -0.486729 -8.253848 -0.164410 0.0043 -0.0317 -0.0175
C -0.993518 -7.641568 0.973985 -0.0143 0.0172 0.0093
C -1.027812 -6.260407 1.060167 -0.0027 -0.0837 -0.0209
H 0.334181 -5.508161 -1.971593 0.0129 0.0169 -0.0032
H 0.381277 -7.982340 -2.108959 -0.0005 -0.0182 -0.0181
H -0.465815 -9.333154 -0.226374 0.0054 -0.0186 0.0040
H -1.363804 -8.241781 1.792699 -0.0089 -0.0104 0.0170
H -1.422280 -5.770937 1.939602 0.0043 0.0235 0.0158
```
Positions in Å, forces in eV/Å.

Record 3
An isolated molecule of C5H6N2 at a distorted geometry. Source: the OMol25 dataset; level of theory: wB97M-V/def2-TZVPD.

Properties
**ΔE to the lowest compared entry with this formula, charge and spin**: 122.03 kcal per mole
**Gap between HOMO and LUMO (spin up / spin down)**: 10.6358 / 6.9269 eV
**HOMO (spin up / spin down)**: -10.46 / -8.24 eV

Geometry as XYZ:
```
13
Properties=species:S:1:pos:R:3:forces:R:3
N 2.053162 0.849072 1.727993 -0.4112 -0.4047 -1.3652
C 1.652379 0.611239 0.664736 0.4768 0.5750 0.8696
C 1.245624 0.362348 -0.722021 0.6843 -0.4572 0.6008
C 0.050810 -0.459279 -1.017383 -0.1171 -1.4484 0.6666
C -0.996066 -0.777814 0.081201 -0.3154 -0.0023 -1.1494
C -1.059955 0.331392 0.999874 -0.4507 0.6618 1.3678
N 0.023402 0.917862 -1.286140 0.1418 0.8164 -0.6848
H 2.119239 0.333324 -1.377368 -0.3219 0.0293 -0.0217
H 0.073119 -1.192873 -1.827489 0.0807 0.3639 -0.0066
H -1.894132 -0.736750 -0.560117 -0.1833 -0.2428 0.2029
H -1.045224 -1.752781 0.593795 0.5321 0.1282 -0.4003
H -1.742507 0.281475 1.848335 0.2145 0.0778 -0.2166
H -0.479856 1.232783 0.874586 -0.3306 -0.0970 0.1369
```
Positions in Å, forces in eV/Å.

no.,total energy (a.u.)
1,-3101.84752
2,-12602.35301
3,-303.44160